No. 1
Density functional theory data (ωB97M-V with the def2-TZVPD basis set) for a 3-piece molecular cluster, C8H26N4O2P overall in a non-equilibrium geometry.

Results
Orbital gap (eV): 6.001
Total charge: -1
E_tot (eV): -28060.92951
LUMO level (Eh): 0.09789
2S+1: 1

Geometry (Å):
N1 -0.944 3.707 -3.001
H1 -0.637 0.751 0.489
C1 -1.476 3.051 2.537
H2 -2.657 2.641 -5.748
C2 1.087 -2.444 0.264
H3 2.280 0.996 1.869
H4 -1.655 4.373 -2.720
H5 -0.837 3.827 2.972
C3 -0.081 -5.428 0.028
H6 -0.002 -6.497 -0.173
H7 2.339 -3.672 1.280
H8 1.799 2.566 2.529
H9 -0.542 1.939 -4.567
H10 0.697 1.184 2.601
C4 -0.070 -2.389 1.253
H11 0.019 -1.496 1.870
N2 2.333 -2.694 1.000
H12 -0.200 3.581 -0.416
H13 0.387 4.127 1.166
C5 1.444 1.687 1.985
H14 1.160 -1.452 -0.189
P1 -1.603 2.519 -3.829
H15 1.636 -3.239 -1.648
C6 0.881 -3.438 -0.884
H16 3.120 -2.606 0.364
N3 -2.855 2.827 -4.772
O1 1.053 -4.804 -0.535
H17 -1.031 -2.347 0.735
H18 -1.236 2.090 3.005
H19 -0.033 1.153 -0.938
H20 -0.101 -3.293 -1.353
H21 -0.077 -3.252 1.922
O2 -1.352 3.005 1.136
C7 -0.056 3.279 0.625
N4 0.246 0.903 0.009
H22 -0.128 -5.288 1.112
C8 0.883 2.072 0.617
H23 -2.517 3.286 2.768
H24 -2.002 1.478 -2.929
H25 -1.006 -5.054 -0.421
H26 1.730 2.349 -0.017

=====

No. 2
Density functional theory data (ωB97M-V with the def2-TZVPD basis set) for one molecule with the formula C19H23ClN4O3 in a non-equilibrium geometry.

Results
Orbital gap (eV): 8.830
Structure (SMILES): O=C([C@H]1CCCN(Cc2nc(-c3ccc(Cl)cc3)no2)C1)N1CCOCC1
E_tot (eV): -44701.30250
Energy above the lowest of the compared OMol25 structures with the same formula, charge and spin (kcal/mol): 0.00
LUMO level (Eh): 0.00524
2S+1: 1

Geometry (Å):
O1 2.143 -2.567 -1.581
C1 0.616 -1.113 1.352
H1 -0.726 -2.584 -2.284
H2 0.183 0.513 -4.753
H3 1.243 -0.474 1.987
H4 2.305 -4.272 2.596
H5 -3.273 -0.627 -0.953
H6 1.130 -1.443 -3.565
C2 -0.432 2.125 2.597
C3 1.623 -3.667 1.998
H7 -1.323 -1.894 -0.761
H8 -0.283 1.251 -3.224
H9 -0.124 -0.494 0.849
C4 -2.780 -0.041 -1.735
O2 -1.941 2.275 -1.695
H10 0.204 1.997 4.638
C5 1.422 -1.830 -0.933
C6 -0.920 -1.649 -1.746
N1 -1.607 1.134 0.139
C7 0.205 2.583 3.733
C8 0.921 -0.527 -3.010
H11 -1.309 -1.383 -4.388
O3 0.804 -2.972 2.913
C9 -1.095 2.400 0.245
H12 -0.687 -1.632 3.012
H13 2.974 -3.235 0.353
H14 -0.948 1.177 2.603
H15 0.300 0.010 -1.027
C10 2.400 -2.695 1.107
N2 -1.933 -0.934 -2.488
C11 -1.458 -0.482 -3.781
H16 -3.537 0.360 -2.414
C12 0.860 4.585 2.550
H17 1.853 0.035 -2.932
C13 -0.106 -2.137 2.240
H18 3.072 -2.089 1.724
C14 0.221 4.124 1.417
C15 -2.106 1.110 -1.061
C16 -0.426 2.889 1.433
C17 0.850 3.811 3.703
H19 -0.781 -2.746 1.617
H20 0.214 4.706 0.509
N3 1.470 -1.815 0.421
C18 0.425 -0.902 -1.612
Cl1 1.648 4.388 5.120
H21 1.006 -4.326 1.368
H22 -2.241 0.117 -4.251
N4 -1.280 3.103 -0.844
C19 -0.140 0.296 -3.734
H23 1.363 5.539 2.547

=====

No. 3
Density functional theory data (ωB97M-V with the def2-TZVPD basis set) for a 2-piece molecular cluster, CH3NO3 overall in a non-equilibrium geometry.

Results
Orbital gap (eV): 9.901
E_tot (eV): -8712.55679
Energy above the lowest of the compared OMol25 structures with the same formula, charge and spin (kcal/mol): 101.69
LUMO level (Eh): -0.02616
2S+1: 1

Geometry (Å):
O1 1.375 -1.034 0.366
C1 -0.420 0.246 -0.196
O2 -1.235 -0.788 -0.260
O3 1.710 1.018 -0.025
H1 -0.702 0.953 -1.118
H2 -1.013 -1.617 0.136
N1 1.027 0.032 -0.046
H3 -0.741 1.190 1.143

=====

No. 4
Density functional theory data (ωB97M-V with the def2-TZVPD basis set) for C43H45LuN7O6S2 as an isolated structure in a non-equilibrium geometry.

Results
Orbital gap (eV): 6.231
Total charge: -1
E_tot (eV): -123333.29480
LUMO level (Eh): 0.07338
2S+1: 1

Geometry (Å):
H1 3.280 3.407 4.402
N1 0.631 -2.780 3.139
C1 -2.226 -1.929 0.964
C2 2.826 -6.049 -0.899
Lu1 0.531 -0.705 -0.007
H2 0.035 2.251 -0.714
C3 1.370 -4.144 -1.151
H3 -0.248 -4.080 -2.579
H4 0.945 2.661 5.161
H5 -1.714 -4.473 1.360
C4 6.837 -0.433 -2.543
C5 3.695 -5.334 -0.060
C6 -0.316 -0.316 -2.874
H6 0.695 4.427 0.626
H7 -3.836 1.836 -6.316
O1 -1.280 -1.691 -5.245
H8 3.532 0.392 -2.427
C7 -2.811 -4.337 1.167
C8 -2.850 0.055 -5.688
C9 -2.579 2.442 -0.502
C10 0.421 -3.479 -1.875
C11 1.176 0.782 4.173
H9 -3.408 -0.599 -6.324
C12 -3.137 -2.961 0.873
C13 -3.132 1.389 -5.615
C14 3.404 -4.045 0.252
H10 -2.159 2.259 -1.485
C15 -3.250 4.253 1.089
H11 -3.390 5.344 1.300
C16 -4.882 -1.217 0.505
H12 -1.204 -2.192 1.294
N2 0.746 -0.549 2.415
H13 -6.932 -1.254 -0.176
H14 2.377 1.618 5.585
C17 -0.916 4.256 2.037
H15 3.975 -3.362 0.949
C18 -1.145 0.284 -3.916
C19 4.780 0.037 -0.710
N3 0.356 -2.151 -1.839
C20 -2.308 3.591 2.188
N4 3.941 -0.083 1.595
C21 1.726 2.022 4.788
C22 -2.526 -0.565 0.633
C23 -1.442 1.639 -3.918
O2 5.843 -1.107 2.997
N5 1.049 0.746 2.903
H16 -0.296 3.908 2.876
H17 -0.850 4.442 -1.410
O3 0.342 0.401 -1.973
H18 1.085 -6.079 -2.153
H19 3.149 -7.015 -1.238
N6 -0.220 -1.612 -2.904
C24 3.691 0.111 0.302
H20 -3.053 -4.961 0.287
H21 1.981 3.507 3.194
H22 8.177 -0.425 -0.889
C25 5.539 -0.211 -2.980
C26 0.714 -1.445 3.371
C27 -0.304 2.416 0.347
C28 4.526 0.012 -2.060
S1 5.306 0.132 2.418
C29 -1.784 -0.458 -4.932
H23 -2.866 3.175 -4.543
C30 -6.306 -0.687 0.511
H24 -0.930 -2.060 -4.371
C31 -1.280 4.602 -0.402
O4 1.673 -2.450 0.501
H25 0.456 -3.490 3.848
H26 -1.028 5.359 2.002
H27 7.584 -0.855 -3.199
S2 0.640 -0.616 4.985
H28 1.139 -3.099 2.322
C32 6.122 0.045 -0.349
H29 3.288 2.305 3.207
H30 -2.652 3.839 3.208
C33 -4.491 -2.577 0.547
H31 -3.362 -4.774 2.033
H32 5.305 -0.228 -4.071
H33 -3.307 4.429 -1.070
H34 0.465 1.974 1.038
H35 -6.699 -0.830 1.532
H36 -3.583 2.032 -0.584
C34 -2.213 2.066 1.974
C35 1.722 -5.504 -1.470
C36 -1.715 1.758 0.580
H37 4.624 -5.756 0.309
C37 2.581 2.868 3.817
C38 7.141 -0.303 -1.221
O5 6.556 0.343 0.908
C39 -0.325 3.953 0.636
H38 -5.209 -3.323 0.401
O6 2.513 0.327 -0.181
H39 -4.228 3.798 1.156
H40 -3.223 1.642 2.111
N7 -1.523 0.254 0.368
C40 2.141 -3.512 -0.101
H41 -0.897 2.298 -3.261
H42 -6.327 0.383 0.275
C41 -2.484 2.177 -4.658
H43 -1.551 1.679 2.773
H44 -4.211 0.810 0.588
C42 -3.911 -0.240 0.578
C43 -2.696 3.939 -0.324
H45 -1.418 5.669 -0.190

=====

No. 5
Density functional theory data (ωB97M-V with the def2-TZVPD basis set) for a 2-piece molecular cluster, C3H9NS2 overall.

Results
Orbital gap (eV): 8.905
Structure (SMILES): C=CN.CSS
E_tot (eV): -26416.81417
Energy above the lowest of the compared OMol25 structures with the same formula, charge and spin (kcal/mol): 19.89
LUMO level (Eh): 0.01827
2S+1: 1

Geometry (Å):
H1 2.885 0.926 0.920
H2 0.346 0.553 -1.689
H3 1.659 1.683 -1.088
C1 -2.051 -1.140 -0.519
N1 2.495 -0.004 0.861
H4 -1.096 -1.067 -1.022
H5 -1.938 -1.671 0.428
H6 -2.739 -1.710 -1.135
S1 -1.753 0.981 1.579
C2 1.207 0.702 -1.057
H7 2.343 -0.477 1.737
H8 0.852 -1.018 0.107
C3 1.432 -0.115 -0.029
S2 -2.754 0.484 -0.164
H9 -0.889 1.873 1.071

=====

No. 6
Density functional theory data (ωB97M-V with the def2-TZVPD basis set) for C28H24ClNO2S as an isolated structure in a non-equilibrium geometry.

Results
Orbital gap (eV): 7.185
E_tot (eV): -58365.45121
Energy above the lowest of the compared OMol25 structures with the same formula, charge and spin (kcal/mol): 0.00
LUMO level (Eh): -0.01576
2S+1: 1

Geometry (Å):
H1 -3.566 1.535 -6.022
H2 5.232 1.005 0.201
H3 1.581 0.507 -0.004
C1 6.401 -0.577 -0.689
C2 -0.514 1.127 2.891
H4 7.433 -2.372 -1.364
H5 5.652 -3.914 -0.492
C3 -4.975 0.700 -4.046
H6 -5.368 1.307 -3.218
H7 -0.197 2.931 -0.008
H8 -1.930 1.298 -5.397
C4 -0.630 2.168 3.817
Cl1 1.238 -1.934 -0.053
O1 2.942 -1.236 2.830
H9 -0.939 -0.645 5.136
C5 -1.358 0.861 -2.874
H10 -3.082 -0.712 0.200
O2 3.217 1.107 1.876
H11 -0.940 4.285 4.031
H12 -4.415 -0.222 -1.763
C6 -0.753 3.472 3.332
C7 6.551 -1.966 -0.857
H13 -1.485 -3.101 4.825
C8 -1.346 -2.447 3.968
C9 -2.944 0.879 -5.391
C10 -1.444 -2.159 1.569
H14 -2.890 -0.106 -5.890
H15 -0.762 4.780 1.595
H16 -5.296 -0.356 -3.921
H17 -0.842 1.261 -3.758
C11 -0.415 1.400 1.520
C12 -0.378 0.055 0.794
H18 -1.801 -4.023 2.529
C13 -0.644 3.757 1.967
C14 4.408 -0.950 0.627
H19 0.358 1.134 -1.625
C15 -1.548 -2.980 2.691
C16 -0.782 -0.311 3.061
C17 -3.345 0.013 -1.777
N1 -3.517 0.803 -4.063
H20 -5.361 1.086 -5.001
C18 -1.035 -1.103 4.163
C19 -0.964 -0.895 1.811
C20 -0.388 2.714 1.050
C21 4.501 -2.317 0.401
H21 3.783 -3.009 0.829
H22 -1.673 -2.491 0.565
C22 1.029 -0.347 0.522
C23 5.317 -0.068 0.048
C24 -0.659 0.742 -1.671
S1 3.008 -0.322 1.713
C25 -2.576 -0.225 -0.625
C26 5.570 -2.832 -0.346
C27 -2.740 0.541 -2.958
C28 -1.230 0.137 -0.524
H23 7.156 0.102 -1.099
H24 -0.644 1.912 4.875

=====

No. 7
Density functional theory data (ωB97M-V with the def2-TZVPD basis set) for C17H28GaO3 as an isolated structure in a non-equilibrium geometry.

Results
Orbital gap (eV): 6.995
Total charge: -1
E_tot (eV): -76599.70452
LUMO level (Eh): 0.10748
2S+1: 1

Geometry (Å):
Ga1 -1.645 -2.139 -0.416
H1 -1.468 4.012 2.660
H2 0.588 -2.407 0.964
H3 -4.060 -1.581 -1.552
H4 3.716 -3.740 2.936
C1 2.862 -3.187 2.515
H5 -0.228 5.545 -0.342
H6 0.284 4.139 2.878
H7 3.077 -2.750 0.394
H8 -0.785 -2.528 -1.710
H9 3.048 -1.280 1.405
H10 1.267 3.460 -4.059
H11 0.572 0.047 -4.146
H12 2.472 -2.543 3.314
C2 -0.176 4.456 -0.319
C3 0.000 3.802 -1.509
C4 -3.666 -2.222 -0.748
C5 3.397 -2.317 1.346
O1 1.917 -4.125 2.041
H13 2.228 2.568 -2.859
C6 0.037 2.415 -1.593
H14 -1.295 -0.150 1.333
O2 -1.230 -3.338 1.019
H15 4.496 -2.309 1.345
H16 -0.636 5.508 2.179
H17 -2.163 0.409 -0.095
C7 -0.322 3.767 0.870
H18 -5.419 -2.545 0.361
H19 -0.405 -2.006 2.420
H20 -0.661 2.160 -3.591
H21 0.639 -3.575 3.597
C8 -0.283 2.392 0.815
C9 -4.488 -2.998 -0.012
C10 1.463 2.468 -3.642
C11 -1.309 -0.208 0.236
C12 0.600 -3.910 2.547
C13 -0.111 1.734 -0.391
H22 -4.223 -4.033 0.205
O3 -0.117 0.360 -0.386
H23 -0.014 -4.812 2.468
H24 -0.394 1.839 1.744
C14 -0.549 4.418 2.220
C15 0.364 0.292 -3.096
H25 -0.571 -0.226 -2.857
H26 1.907 1.797 -4.387
C16 -0.127 -2.810 1.704
H27 0.089 4.415 -2.404
H28 1.130 -0.076 -2.413
C17 0.192 1.814 -2.989